The ion C6H11N2S2 with charge +1 in a non-equilibrium geometry, computed with the ωB97M-V functional and the def2-TZVPD basis.

The geometry in XYZ format:
```
21
Properties=species:S:1:pos:R:3:forces:R:3
C 0.218 -2.341 -0.342 1.69 -1.11 -2.46
N -0.190 -0.991 -0.337 -3.83 2.20 0.42
C -1.705 -0.687 -0.089 1.71 -3.83 2.25
C -1.783 0.706 0.388 -0.18 2.99 -3.17
N -0.280 1.149 0.327 -3.81 -2.19 1.35
C -0.016 2.501 0.035 2.99 1.15 0.63
C 0.442 0.089 0.053 -1.18 0.23 -0.87
C 1.844 0.142 0.044 4.75 -0.88 -0.18
S 2.726 0.896 -1.115 -1.02 -0.24 0.77
S 2.643 -0.975 1.247 -2.53 0.80 0.19
H 0.127 -2.657 0.668 0.64 -1.08 0.73
H -0.346 -3.021 -1.026 -0.32 1.03 0.66
H 1.223 -2.359 -0.874 -0.81 -0.31 1.49
H -1.978 -1.527 0.669 0.14 1.69 -0.96
H -2.232 -0.920 -0.961 -0.75 -0.11 -1.41
H -2.353 1.335 -0.468 1.43 -1.20 1.82
H -2.380 0.949 1.275 0.98 -0.28 0.28
H 0.283 2.559 -1.000 -0.03 0.35 -0.51
H 0.909 2.844 0.635 -1.76 -0.07 -0.73
H -0.914 3.056 0.191 -0.18 0.61 0.41
H 3.760 -0.748 0.680 2.05 0.26 -0.72
```
Forces are in eV/Å.

Values from the calculation:
E = -31042.5016 eV
structure (SMILES) = CN1CC[N+](C)=C1C(=S)S
energy above the lowest of the compared OMol25 structures with the same formula, charge and spin = 2.740 eV
HOMO = -13.1 eV
HOMO-LUMO gap = 8.166 eV
charge = +1

***

A structure of composition C31H59IN5O7PSi3Tc, computed with the ωB97M-V functional and the def2-TZVPD basis.

The geometry in XYZ format:
```
108
Properties=species:S:1:pos:R:3:forces:R:3
Tc -0.416 1.257 0.179 -0.02 0.04 -0.05
O 3.631 3.837 -1.498 -0.05 -0.16 -0.02
C 2.506 3.456 -0.903 0.00 0.46 0.15
O 1.407 3.574 -1.387 0.05 -0.18 -0.03
C 2.711 2.974 0.496 -0.02 -0.16 -0.06
C 3.881 3.235 1.185 0.01 0.03 -0.01
C 3.969 2.864 2.522 -0.01 0.01 0.01
C 2.874 2.269 3.115 0.00 0.02 0.00
C 1.749 2.029 2.337 -0.02 0.01 0.00
N 1.661 2.347 1.048 0.03 -0.06 0.01
C 0.530 1.404 2.961 -0.08 -0.06 -0.06
O 0.451 1.209 4.140 0.01 0.02 0.02
O -0.423 1.089 2.098 0.03 0.03 0.09
H 3.406 4.224 -2.361 0.01 -0.01 -0.04
H 4.694 3.740 0.684 0.00 -0.01 0.00
H 4.869 3.062 3.089 0.00 0.00 0.00
H 2.851 1.989 4.159 0.00 0.00 0.00
C -0.852 4.378 0.787 -0.04 -0.04 0.02
O -1.308 3.106 0.286 0.06 0.10 0.00
Si -2.961 2.676 -0.058 0.06 -0.03 0.05
C -3.367 3.571 -1.629 -0.02 0.01 -0.03
C -4.066 3.429 1.226 -0.03 0.04 -0.02
C -2.498 0.850 0.033 0.21 -0.05 -0.05
Si -3.224 0.148 1.711 -0.02 0.00 -0.01
C -2.452 -1.524 2.058 0.04 -0.02 -0.01
C -2.946 1.188 3.256 0.05 0.01 0.01
C -5.093 0.039 1.477 0.01 -0.01 0.00
Si -3.021 -0.270 -1.470 -0.08 0.04 0.04
C -3.817 0.707 -2.856 0.00 0.02 -0.03
C -1.606 -1.197 -2.287 0.06 -0.05 -0.07
C -4.287 -1.600 -1.093 0.00 0.00 0.04
H -1.234 5.165 0.140 -0.01 0.01 0.01
H 0.232 4.390 0.767 -0.02 0.01 -0.01
H -1.218 4.517 1.804 0.01 0.00 0.01
H -3.116 4.625 -1.466 0.00 -0.01 0.00
H -4.442 3.538 -1.814 0.01 0.00 -0.02
H -2.860 3.228 -2.524 0.05 0.01 0.00
H -4.312 4.446 0.910 -0.01 0.00 0.01
H -3.644 3.472 2.226 -0.03 0.01 -0.01
H -5.010 2.884 1.294 -0.02 -0.02 0.00
H -1.373 -1.493 1.889 -0.07 -0.01 -0.01
H -2.867 -2.341 1.471 -0.03 -0.02 -0.06
H -2.609 -1.765 3.112 -0.01 -0.01 -0.01
H -2.440 2.138 3.108 0.03 -0.01 0.01
H -2.329 0.626 3.959 -0.01 0.00 -0.01
H -3.907 1.388 3.733 0.00 0.01 0.00
H -5.438 -0.994 1.550 0.00 0.00 -0.02
H -5.451 0.429 0.523 0.00 0.03 0.02
H -5.592 0.602 2.267 0.01 -0.01 0.01
H -3.120 1.353 -3.393 -0.01 -0.01 0.00
H -4.675 1.306 -2.549 -0.01 -0.01 -0.01
H -4.185 -0.030 -3.575 0.01 -0.01 0.00
H -0.713 -1.332 -1.685 -0.02 -0.02 0.03
H -1.329 -0.708 -3.224 -0.02 -0.02 0.03
H -1.991 -2.183 -2.548 0.01 -0.03 -0.04
H -5.276 -1.220 -0.851 0.00 0.00 0.00
H -3.999 -2.317 -0.328 0.02 -0.02 0.06
H -4.382 -2.155 -2.031 0.01 0.00 0.00
N 0.827 0.812 -3.716 0.08 0.01 -0.01
C 0.131 1.687 -3.012 0.17 -0.12 0.02
O -0.265 1.376 -1.871 -0.22 0.24 -0.05
C -0.249 3.006 -3.619 -0.08 0.01 -0.07
I 1.203 3.847 -4.924 0.01 0.01 0.03
H 1.022 -0.095 -3.315 0.01 0.01 0.01
H 1.181 1.043 -4.633 -0.01 0.00 0.00
H -0.445 3.713 -2.823 0.00 -0.01 -0.03
H -1.144 2.863 -4.225 -0.02 -0.02 0.02
O 0.599 -0.463 0.020 -0.10 -0.17 0.28
P 1.512 -1.696 -0.036 0.08 0.15 -0.25
N 2.009 -2.014 1.483 -0.05 -0.09 0.04
C 2.848 -3.211 1.755 0.01 0.06 -0.01
C 2.631 -3.513 3.246 0.00 0.00 -0.01
C 1.333 -2.789 3.598 0.00 0.00 0.00
C 1.408 -1.535 2.742 0.02 0.02 -0.02
N 0.872 -3.048 -0.663 0.07 -0.08 0.09
C 1.095 -3.629 -2.007 0.00 0.04 -0.02
C -0.056 -4.612 -2.174 -0.02 0.03 0.02
C -0.289 -5.115 -0.751 0.00 0.02 0.02
C -0.087 -3.869 0.111 -0.01 -0.05 0.01
N 2.724 -1.295 -1.079 0.06 -0.02 0.04
C 3.308 0.057 -0.903 0.00 0.00 0.00
C 4.767 -0.083 -1.332 0.00 0.01 0.03
C 5.090 -1.529 -0.970 0.00 0.01 -0.01
C 3.820 -2.257 -1.385 -0.01 -0.01 -0.04
H 3.897 -3.005 1.541 0.00 -0.01 -0.02
H 2.531 -4.041 1.118 -0.01 -0.01 0.01
H 3.456 -3.106 3.831 0.00 0.01 0.00
H 2.591 -4.583 3.436 0.00 0.00 0.01
H 1.249 -2.559 4.658 0.00 0.00 0.00
H 0.462 -3.382 3.311 0.00 0.00 0.00
H 2.064 -0.795 3.210 -0.01 -0.02 0.00
H 0.441 -1.082 2.558 0.03 0.00 0.03
H 2.044 -4.168 -2.025 0.01 0.03 -0.03
H 1.127 -2.854 -2.772 -0.05 0.01 -0.01
H 0.189 -5.407 -2.876 0.01 0.00 0.01
H -0.941 -4.097 -2.543 -0.04 0.02 -0.01
H 0.449 -5.875 -0.489 0.02 0.01 -0.01
H -1.277 -5.549 -0.610 0.01 -0.01 0.01
H 0.316 -4.113 1.095 -0.03 0.04 0.00
H -1.020 -3.321 0.255 -0.03 0.01 -0.04
H 3.250 0.362 0.147 0.01 -0.03 0.01
H 2.758 0.786 -1.503 -0.02 0.03 0.02
H 5.407 0.640 -0.829 0.00 0.01 -0.02
H 4.867 0.072 -2.408 -0.01 -0.02 -0.01
H 5.244 -1.622 0.108 0.00 0.00 0.00
H 5.973 -1.916 -1.475 0.00 0.00 0.00
H 3.677 -3.203 -0.866 0.00 0.01 0.03
H 3.826 -2.464 -2.457 0.00 0.00 0.00
```
Forces are in eV/Å.

Values from the calculation:
E = -98104.3464 eV
HOMO (spin up / spin down) = -14.1 / -14.1 eV
HOMO-LUMO gap (spin up / spin down) = 8.396 / 7.875 eV
charge = +2
2S+1 = 4

***

A cluster of 2 separate species, C6H9N in total, computed with the ωB97M-V functional and the def2-TZVPD basis.

The geometry in XYZ format:
```
16
Properties=species:S:1:pos:R:3:forces:R:3
C -1.074 -2.204 -0.395 -0.03 -0.08 0.03
C -0.653 -0.824 -0.695 0.08 0.25 -0.40
C -0.316 0.113 -1.448 -0.09 -0.18 0.38
C 0.108 1.390 -1.680 -0.01 -0.08 -0.09
C 0.005 1.018 0.813 0.12 0.07 0.30
C 1.347 0.512 1.054 0.30 -0.22 -0.13
N 0.581 1.336 2.008 -0.09 0.02 0.02
H -0.370 -2.693 0.289 -0.09 0.10 -0.09
H -1.131 -2.817 -1.303 0.03 0.14 0.12
H -2.059 -2.225 0.084 0.15 0.04 -0.07
H -0.594 2.151 -2.012 0.06 -0.12 0.04
H 1.156 1.588 -1.888 -0.12 -0.05 0.04
H -0.943 1.228 0.385 -0.03 -0.10 -0.08
H 2.220 1.007 0.635 -0.14 -0.05 0.05
H 1.478 -0.552 1.260 -0.12 0.23 -0.04
H 0.245 0.972 2.892 -0.02 0.01 -0.08
```
Forces are in eV/Å.

Values from the calculation:
E = -7851.1698 eV
energy above the lowest of the compared OMol25 structures with the same formula, charge and spin = 6.990 eV
HOMO (spin up / spin down) = -7.2 / -7.2 eV
HOMO-LUMO gap (spin up / spin down) = 7.790 / 7.793 eV
charge = 0

***

A cluster of 2 separate species, C7H13NO in total in a non-equilibrium geometry, computed with the ωB97M-V functional and the def2-TZVPD basis.

The geometry in XYZ format:
```
22
Properties=species:S:1:pos:R:3:forces:R:3
H 0.559 -1.889 -2.030 -0.60 -0.16 -0.14
N 0.501 -1.188 -1.300 0.35 -0.79 1.14
C -0.129 -1.544 -0.239 -0.29 1.49 -2.71
C -0.111 -0.618 0.938 0.29 -2.14 1.28
C 1.029 0.389 0.969 -0.04 -0.06 -0.20
C -1.485 0.021 1.127 -0.19 -0.25 0.08
C 0.160 -1.721 1.964 -0.36 1.92 0.23
C 0.375 -2.466 2.874 -0.11 0.13 -0.33
H -0.862 -2.368 -0.203 0.69 -0.09 0.16
H 1.975 -0.081 0.709 0.00 -0.01 -0.05
H 0.823 1.192 0.267 0.03 0.07 -0.05
H 1.114 0.801 1.971 -0.06 0.07 0.08
H -1.759 0.571 0.229 0.13 0.17 -0.02
H -2.245 -0.741 1.295 -0.02 -0.02 0.05
H -1.477 0.691 1.983 0.01 0.05 0.06
H 0.533 -3.098 3.693 0.17 -0.54 0.47
C 0.241 2.335 -2.513 0.20 0.08 -0.10
O -0.555 1.359 -1.894 0.09 -0.73 0.17
H 1.115 2.596 -1.903 -0.02 0.05 -0.04
H -0.369 3.230 -2.646 0.07 -0.05 -0.01
H 0.599 2.003 -3.495 -0.02 0.09 0.00
H -0.033 0.524 -1.796 -0.32 0.71 -0.06
```
Forces are in eV/Å.

Values from the calculation:
E = -11004.5294 eV
structure (SMILES) = [H]/N=C/C(C)(C)C#C.CO
energy above the lowest of the compared OMol25 structures with the same formula, charge and spin = 3.224 eV
HOMO = -9.9 eV
HOMO-LUMO gap = 10.730 eV
charge = 0

***

A structure of composition C25H22FGeN2O7S4SbTi in a non-equilibrium geometry, computed with the ωB97M-V functional and the def2-TZVPD basis.

The geometry in XYZ format:
```
64
Properties=species:S:1:pos:R:3:forces:R:3
Ti 0.498 2.001 -0.756 0.60 0.54 0.74
S 2.523 5.531 0.146 -0.08 -0.16 0.13
Sb 2.070 3.738 1.554 0.12 0.01 -0.01
S -0.366 3.208 1.156 0.02 -0.09 0.18
S 2.620 1.716 0.265 0.33 0.11 0.33
C -4.892 -0.084 2.336 0.10 0.04 -0.02
C -4.341 1.193 2.335 0.12 -0.06 -0.02
C -2.985 1.379 2.072 -0.05 -0.12 -0.08
C -2.126 0.302 1.806 -0.43 -0.11 -0.09
C -2.711 -0.973 1.825 -0.07 0.13 0.14
C -4.067 -1.170 2.082 0.13 0.14 0.00
Ge -0.160 0.524 1.435 -0.49 -0.12 0.58
C 0.297 -1.387 1.012 0.28 -0.43 -0.26
C -0.308 -2.090 -0.043 0.03 0.00 0.13
C 0.051 -3.390 -0.375 0.08 0.05 0.10
C 1.050 -4.043 0.345 -0.06 0.12 0.01
C 1.653 -3.381 1.404 -0.10 0.13 -0.02
C 1.276 -2.074 1.731 0.03 -0.13 -0.16
C 0.554 0.727 3.259 0.09 0.21 0.56
C 1.918 0.696 3.567 -0.02 0.03 0.06
C 2.379 0.892 4.867 -0.07 -0.01 -0.05
C 1.485 1.134 5.901 -0.05 0.00 -0.09
C 0.123 1.175 5.621 0.09 -0.04 -0.12
C -0.329 0.974 4.320 0.14 -0.07 0.06
H -5.950 -0.229 2.530 0.01 0.01 0.00
H -4.967 2.057 2.533 0.02 -0.03 -0.01
H -2.588 2.388 2.072 0.00 -0.04 -0.01
H -2.100 -1.849 1.656 0.04 -0.01 -0.03
H -4.470 -2.178 2.083 0.00 0.03 0.00
H -1.109 -1.623 -0.602 -0.03 0.08 -0.05
H -0.450 -3.897 -1.195 0.01 0.03 0.03
H 1.350 -5.052 0.081 -0.02 0.05 0.01
H 2.426 -3.876 1.982 -0.02 0.03 -0.01
H 1.770 -1.593 2.566 0.00 0.01 -0.01
H 2.636 0.549 2.769 0.00 0.01 -0.01
H 3.446 0.874 5.062 -0.04 0.00 0.00
H 1.844 1.304 6.910 -0.01 -0.02 -0.02
H -0.592 1.369 6.414 0.02 0.00 -0.02
H -1.396 1.014 4.137 0.03 0.01 -0.03
C 1.337 5.028 -3.302 0.40 0.65 -0.11
S 0.590 3.503 -3.002 -0.41 -0.49 -0.14
O -0.198 3.153 -4.170 0.15 0.06 0.23
O 1.648 2.533 -2.651 -0.36 0.04 -0.40
O -0.196 3.687 -1.745 -0.13 0.23 -0.77
H 1.904 4.950 -4.231 -0.02 0.04 0.12
H 1.969 5.248 -2.435 -0.04 0.06 -0.06
H 0.538 5.764 -3.393 0.09 -0.01 -0.01
F 3.518 -2.527 -3.985 -0.08 0.11 0.03
C 2.177 -2.549 -4.005 -0.04 -1.56 -0.35
C 1.438 -1.480 -3.783 -0.03 1.29 0.23
N 0.063 -1.488 -3.812 -0.67 0.07 -0.13
C -0.694 -0.244 -3.535 0.42 -0.56 -0.05
C -0.383 0.311 -2.166 -0.02 -0.40 0.37
O -1.250 1.012 -1.591 0.02 -0.14 -0.41
O 0.753 0.120 -1.633 -0.53 -0.25 -0.69
C -0.642 -2.636 -4.114 0.66 0.23 0.17
O -1.849 -2.709 -4.189 -0.20 -0.10 -0.03
N 0.174 -3.743 -4.341 -0.66 -0.09 -0.02
C 1.546 -3.845 -4.299 0.86 0.84 0.20
O 2.129 -4.886 -4.508 -0.07 -0.30 -0.08
H 1.893 -0.525 -3.547 -0.06 -0.05 0.02
H -1.752 -0.456 -3.601 -0.09 -0.16 -0.04
H -0.446 0.516 -4.275 0.07 0.15 -0.01
H -0.325 -4.596 -4.547 -0.02 0.01 0.02
```
Forces are in eV/Å.

Values from the calculation:
E = -175830.0305 eV
HOMO (spin up / spin down) = -1.2 / -1.7 eV
HOMO-LUMO gap (spin up / spin down) = 5.419 / 5.834 eV
charge = -2
2S+1 = 3

***

The molecule C4H6N4O in a non-equilibrium geometry, computed with the ωB97M-V functional and the def2-TZVPD basis.

The geometry in XYZ format:
```
15
Properties=species:S:1:pos:R:3:forces:R:3
H 3.682 1.091 0.990 0.00 -0.11 0.44
N 3.207 0.811 0.151 -0.81 -0.54 -0.86
C 2.352 -0.111 0.318 0.42 0.37 0.11
N 1.695 -0.702 -0.776 -0.78 0.04 -0.39
O 0.458 -1.387 -0.425 1.41 0.53 0.13
C -0.547 -0.513 -0.261 -0.74 1.25 0.67
N -0.558 0.766 -0.571 -0.08 -1.21 -0.53
C -1.861 1.147 -0.352 -0.93 -0.10 1.00
C -2.616 0.143 0.206 1.37 -0.28 -0.20
N -1.707 -0.931 0.307 0.05 -0.47 -0.53
H 2.125 -0.591 1.263 -0.17 -0.17 0.19
H 1.441 -0.020 -1.505 0.30 -0.28 0.39
H -2.187 2.161 -0.509 0.07 0.04 -0.12
H -3.611 0.043 0.605 0.01 0.22 -0.17
H -1.874 -1.907 0.559 -0.12 0.73 -0.13
```
Forces are in eV/Å.

Values from the calculation:
E = -12251.0312 eV
structure (SMILES) = [H]/N=C/NOc1ncc[nH]1
energy above the lowest of the compared OMol25 structures with the same formula, charge and spin = 1.947 eV
HOMO = -8.7 eV
HOMO-LUMO gap = 9.459 eV
charge = 0

***

Q: Which of these has the highest charge?
A: C31H59IN5O7PSi3Tc

***

Q: Look up the E of the fifth one.
A: -175830.0305 eV